Arrangement P

ORCA calculation (wB97M-V/def2-TZVPD) on C10H14N2S in the gas phase.

Output
- HOMO-LUMO gap: 8.7324 eV
- SMILES: CNC(=S)NCCc1ccccc1
- Highest occupied orbital energy: -0.295 Eh
- LUMO level: 0.72 eV
- Multiplicity: 1
- Molecular weight: 194.3 u

Each line ends with the natural charge from an NBO analysis.
Positions of all 27 atoms, in Å:
C1 0.59371 -1.89941 0.47598  -0.220
H1 -4.48504 -0.40567 0.90732  0.205
H2 0.37962 0.08334 1.08219  0.406
C2 3.65995 1.85793 0.06604  -0.418
N1 1.11370 -0.63014 0.82475  -0.597
H3 3.69710 2.81894 0.54395  0.203
H4 -0.58214 -2.75854 -1.10000  0.231
C3 2.20026 -0.13836 0.32997  0.319
C4 -0.32939 -1.77655 -0.71829  -0.426
C5 -2.28889 1.44618 -0.73059  -0.197
H5 1.30887 -2.58886 0.12967  0.248
H6 4.61336 1.39481 0.34053  0.201
H7 -2.17254 2.46628 -1.05034  0.213
H8 0.10435 -2.30045 1.37959  0.193
H9 -0.32524 0.63697 -1.43597  0.223
C6 -1.44287 -0.78391 -0.41992  -0.040
C7 -3.61301 -0.08131 0.45130  -0.182
H10 -2.59357 -2.12653 0.85404  0.221
N2 2.43026 1.21956 0.52380  -0.612
H11 -4.25698 1.93484 -0.09330  0.222
H12 3.66154 1.71666 -0.97820  0.227
C8 -1.29056 0.49454 -0.88472  -0.237
C9 -3.51013 1.14488 -0.20841  -0.234
H13 2.05416 1.51982 1.50127  0.376
C10 -2.54091 -1.10062 0.39231  -0.223
H14 0.36368 -1.17475 -1.48231  0.223
S1 3.25072 -0.96966 -0.70064  -0.325

Arrangement Q

ORCA calculation (wB97M-V/def2-TZVPD) on C10H14N2S in the gas phase.

Output
- HOMO-LUMO gap: 8.0158 eV
- SMILES: C=C(S/C=C(/C)CC)n1ccnc1
- Highest occupied orbital energy: -0.295 Eh
- LUMO level: -0.02 eV
- Multiplicity: 1
- Molecular weight: 194.3 u

Each line ends with the natural charge from an NBO analysis.
Positions of all 27 atoms, in Å:
H1 4.62396 -0.13854 1.45035  0.190
N1 3.26474 0.22362 -0.11237  -0.455
C1 2.50210 1.27763 0.28868  0.223
H2 -3.85533 0.61158 -1.77501  0.204
H3 1.94573 2.89121 1.54494  0.223
C2 2.59844 2.14102 1.34114  -0.468
H4 -3.43396 0.82182 0.51764  0.212
H5 0.74294 -0.36505 0.80674  0.236
H6 -2.00136 -1.94488 1.15020  0.212
H7 -3.33069 -0.98125 -0.96018  0.205
S1 0.49126 1.37887 -0.63053  0.216
H8 -2.70039 -0.87566 2.23071  0.203
C3 -0.11701 0.14113 0.31611  -0.457
C4 4.32482 -0.44890 0.51970  0.177
H9 -1.03499 -1.09664 2.46208  0.212
C5 -1.87324 -1.06071 1.69315  -0.619
C6 3.07849 -0.52968 -1.21516  -0.063
C7 3.95125 -1.53150 -1.26242  -0.107
C8 -3.02863 -0.02428 -1.30421  -0.578
C9 -1.43766 0.11808 0.68492  0.028
H10 3.31820 1.98644 2.15144  0.205
H11 -2.20921 1.81118 -0.34782  0.215
H12 4.01431 -2.31830 -1.96963  0.214
C10 -2.52768 0.77727 -0.05360  -0.453
H13 -2.34930 0.00312 -2.05742  0.203
N2 4.76175 -1.45572 -0.17468  -0.414
H14 2.25060 -0.28779 -1.91346  0.236

Which is most stable? The ranking, best first, is arrangement P, arrangement Q.